(1)
The following is a DFT calculation (ωB97M-V/def2-TZVPD) of 2 unconnected molecules or ions with the total composition C3H10BrO2P.

Properties
E_HOMO = -9.08 eV
SMILES = O=C(Br)C[PH4].CO
orbital gap = 9.430 eV

Each line ends with the natural charge from an NBO analysis.
Positions of all 17 atoms, in Å:
Br  -0.95  -1.94  1.13  -0.09
P  -3.24  0.43  0.23  0.63
O  3.24  -1.37  -0.56  -0.73
O  0.37  -0.55  -0.76  -0.52
C  -1.35  0.84  0.03  -0.88
C  4.02  -0.24  -0.19  -0.25
C  -0.53  -0.41  -0.05  0.57
H  -3.15  -0.28  -1.00  -0.04
H  2.32  -1.12  -0.47  0.48
H  -3.03  -0.13  1.52  -0.01
H  5.07  -0.52  -0.28  0.18
H  3.82  0.60  -0.85  0.16
H  -3.57  1.82  0.23  -0.01
H  -4.64  0.06  0.31  -0.16
H  -1.25  1.31  -0.94  0.24
H  3.83  0.04  0.85  0.16
H  -0.96  1.46  0.83  0.25

***

(2)
The following is a DFT calculation (ωB97M-V/def2-TZVPD) of 2 unconnected molecules or ions with the total composition C29H24F3O3P.

Properties
E_HOMO = -7.73 eV
orbital gap = 4.893 eV

Each line ends with the natural charge from an NBO analysis.
Positions of all 60 atoms, in Å:
P  1.64  -0.77  -0.60  1.93
F  -2.46  3.31  3.19  -0.32
F  -5.94  1.83  0.30  -0.32
F  -4.59  -3.30  -2.49  -0.33
O  1.45  -1.94  -1.51  -1.10
O  -0.86  2.16  -1.15  -0.55
O  0.82  1.56  -2.55  -0.62
C  -1.99  4.23  -1.57  -0.62
C  -3.45  -3.20  -1.72  0.39
C  -2.16  1.31  1.92  -0.24
C  -1.85  -0.81  0.71  0.04
C  2.33  -0.42  2.12  -0.14
C  5.35  0.02  -2.06  -0.21
C  2.05  -2.69  1.35  -0.20
C  -2.94  2.39  2.28  0.40
C  0.19  1.33  -1.51  0.73
C  -3.13  -1.97  -1.17  -0.22
C  -4.01  0.49  0.56  -0.25
C  -1.33  -3.08  0.02  -0.11
C  3.15  0.15  -1.01  -0.39
C  2.54  -2.27  3.68  -0.21
C  -1.57  -4.26  -0.67  -0.19
C  2.28  -3.17  2.64  -0.22
C  4.12  -0.57  -1.71  -0.18
C  2.02  -1.32  1.09  -0.43
C  5.60  1.35  -1.68  -0.21
C  4.64  2.08  -0.97  -0.21
C  3.40  1.48  -0.65  -0.19
C  -2.67  0.31  1.02  -0.02
C  -4.70  1.64  0.88  0.40
C  -2.13  -1.92  -0.15  -0.13
C  -4.20  2.63  1.73  -0.28
C  -2.64  -4.33  -1.57  -0.22
C  2.58  -0.90  3.42  -0.22
C  0.33  0.35  -0.49  -0.85
C  -0.82  3.34  -1.92  -0.07
H  2.66  2.07  -0.11  0.21
H  4.83  3.11  -0.67  0.21
H  -4.50  -0.30  0.01  0.24
H  2.71  -2.64  4.68  0.22
H  -0.90  -5.11  -0.56  0.23
H  6.55  1.81  -1.94  0.21
H  -1.91  5.13  -2.21  0.22
H  -0.87  3.07  -2.99  0.20
H  6.09  -0.57  -2.60  0.22
H  -0.20  0.58  0.42  0.24
H  -2.95  3.74  -1.78  0.21
H  -1.17  1.19  2.37  0.24
H  1.88  -3.39  0.52  0.24
H  2.26  -4.24  2.82  0.22
H  -0.51  -3.05  0.73  0.23
H  -0.97  -0.95  1.33  0.24
H  -3.65  -1.06  -1.48  0.24
H  0.12  3.88  -1.71  0.18
H  -4.78  3.52  1.96  0.26
H  3.90  -1.60  -2.01  0.24
H  -2.87  -5.23  -2.13  0.24
H  2.82  -0.19  4.21  0.21
H  2.37  0.65  1.92  0.21
H  -1.96  4.55  -0.52  0.20

***

Number 1: total energy -3186.024631 a.u.. Number 2: total energy -1986.083869 a.u..